1.
The following is a DFT calculation (ωB97M-V/def2-TZVPD) of C3H5N3 in the gas phase.

Values from the calculation:
Highest occupied orbital energy = -8.062 eV
Largest force on an atom = 2.514 eV Å⁻¹
DFT total energy = -7660.4881 eV
Multiplicity = 1
ΔE to the lowest compared entry with this formula, charge and spin = 189.83 kJ/mol
LUMO level = 0.87 eV
HOMO-LUMO gap = 0.3282 Ha
Structure (SMILES) = Nc1ccn[nH]1

Each line ends with the natural charge from an NBO analysis.
Atoms and positions in Å:
N (1.330, -0.941, 0.734)  -0.832
C (0.168, -0.481, 0.187)  0.344
C (-0.170, 0.813, 0.543)  -0.486
C (-0.893, 1.271, -0.566)  -0.015
N (-1.136, 0.316, -1.441)  -0.296
N (-0.524, -0.801, -0.918)  -0.378
H (1.524, -1.909, 0.956)  0.399
H (1.559, -0.050, 1.212)  0.424
H (-0.261, 1.089, 1.583)  0.230
H (-1.186, 2.291, -0.769)  0.204
H (-0.411, -1.597, -1.522)  0.404

Forces on atoms 1 to 3 (eV/Å):
-0.01 0.14 0.00
-0.44 0.54 -0.18
-1.04 -0.05 -0.18

---

2.
The following is a DFT calculation (ωB97M-V/def2-TZVPD) of C3H5N3 in the gas phase.

Values from the calculation:
Highest occupied orbital energy = -8.689 eV
Largest force on an atom = 3.425 eV Å⁻¹
DFT total energy = -7660.1150 eV
Multiplicity = 1
ΔE to the lowest compared entry with this formula, charge and spin = 225.83 kJ/mol
LUMO level = 1.06 eV
HOMO-LUMO gap = 0.3582 Ha
Structure (SMILES) = Nc1c[nH]cn1

Each line ends with the natural charge from an NBO analysis.
Atoms and positions in Å:
N (-1.567, 0.420, -1.016)  -0.851
C (-0.541, 0.005, -0.103)  0.185
C (0.643, 0.287, -0.662)  -0.210
N (1.557, -0.117, 0.331)  -0.535
C (0.794, -0.583, 1.386)  0.173
N (-0.495, -0.527, 1.157)  -0.465
H (-2.148, 1.171, -0.692)  0.380
H (-2.069, -0.317, -1.484)  0.379
H (0.033, 0.707, -1.606)  0.330
H (2.567, -0.089, 0.373)  0.417
H (1.227, -0.957, 2.315)  0.197

Forces on atoms 1 to 3 (eV/Å):
-0.91 -0.40 0.68
-0.73 0.18 -0.22
-0.44 -0.15 0.28

---

3.
The following is a DFT calculation (ωB97M-V/def2-TZVPD) of C3H5N3 in the gas phase.

Values from the calculation:
Highest occupied orbital energy = -7.817 eV
Largest force on an atom = 0.548 eV Å⁻¹
DFT total energy = -7655.9095 eV
Multiplicity = 1
ΔE to the lowest compared entry with this formula, charge and spin = 631.59 kJ/mol
LUMO level = 0.68 eV
HOMO-LUMO gap = 0.3123 Ha

Each line ends with the natural charge from an NBO analysis.
Atoms and positions in Å:
N (-1.966, -0.126, 0.060)  -0.582
C (-0.457, -0.071, 0.050)  0.380
N (0.339, -1.055, -0.145)  -0.444
N (1.685, -0.648, -0.117)  -0.381
C (2.080, 0.580, 0.035)  -0.191
C (-1.076, 1.062, 0.320)  -0.284
H (-2.393, -0.334, -0.840)  0.385
H (-2.450, -0.555, 0.842)  0.391
H (2.266, -1.479, -0.231)  0.375
H (3.185, 0.556, 0.022)  0.114
H (-1.214, 2.071, 0.004)  0.237

Forces on atoms 1 to 3 (eV/Å):
-0.35 -0.41 -0.10
0.01 -0.13 0.05
-0.17 0.04 0.06

---

4.
The following is a DFT calculation (ωB97M-V/def2-TZVPD) of a molecular structure, C3H5N3.

Values from the calculation:
Highest occupied orbital energy = -9.708 eV
Largest force on an atom = 1.460 eV Å⁻¹
DFT total energy = -7657.8819 eV
Multiplicity = 1
ΔE to the lowest compared entry with this formula, charge and spin = 441.29 kJ/mol
LUMO level = 0.04 eV
HOMO-LUMO gap = 0.3581 Ha

Each line ends with the natural charge from an NBO analysis.
Atoms and positions in Å:
N (-1.621, 1.589, -0.276)  -0.514
C (-0.605, 0.725, -0.010)  0.305
C (-0.558, -0.746, 0.031)  -0.333
N (0.746, -1.330, -0.184)  -0.378
C (1.742, -0.550, -0.198)  -0.043
N (0.060, 1.699, 0.401)  -0.190
H (-2.416, 1.250, 0.296)  0.332
H (-0.935, -1.063, 1.015)  0.243
H (-1.276, -1.107, -0.712)  0.232
H (2.738, -0.954, -0.360)  0.180
H (1.679, 0.535, -0.059)  0.166

Forces on atoms 1 to 3 (eV/Å):
0.02 -0.08 -0.42
0.25 -0.16 0.14
0.02 -0.18 -0.15

---

5.
The following is a DFT calculation (ωB97M-V/def2-TZVPD) of C3H5N3 in the gas phase.

Values from the calculation:
Highest occupied orbital energy = -9.534 eV
Largest force on an atom = 0.283 eV Å⁻¹
DFT total energy = -7661.4836 eV
Multiplicity = 1
ΔE to the lowest compared entry with this formula, charge and spin = 93.78 kJ/mol
LUMO level = 0.78 eV
HOMO-LUMO gap = 0.3790 Ha
Structure (SMILES) = Cc1cnn[nH]1

Each line ends with the natural charge from an NBO analysis.
Atoms and positions in Å:
C (0.551, -0.187, -1.386)  -0.644
C (-0.009, -0.040, -0.008)  0.106
N (0.411, 0.869, 0.911)  -0.342
N (-0.303, 0.802, 2.042)  -0.066
N (-1.188, -0.127, 1.883)  -0.234
C (-1.041, -0.669, 0.643)  -0.139
H (0.456, -1.226, -1.714)  0.236
H (0.003, 0.447, -2.091)  0.231
H (1.609, 0.090, -1.429)  0.222
H (1.179, 1.519, 0.862)  0.412
H (-1.667, -1.477, 0.288)  0.215

Forces on atoms 1 to 3 (eV/Å):
-0.01 0.03 0.07
-0.06 0.06 0.19
-0.06 -0.20 -0.19

---

6.
The following is a DFT calculation (ωB97M-V/def2-TZVPD) of C3H5N3 in the gas phase.

Values from the calculation:
Highest occupied orbital energy = -8.482 eV
Largest force on an atom = 7.621 eV Å⁻¹
DFT total energy = -7659.8638 eV
Multiplicity = 1
ΔE to the lowest compared entry with this formula, charge and spin = 250.06 kJ/mol
LUMO level = 0.39 eV
HOMO-LUMO gap = 0.3260 Ha
Structure (SMILES) = N#CC=C(N)N

Each line ends with the natural charge from an NBO analysis.
Atoms and positions in Å:
C (0.612, 0.487, -0.248)  0.402
C (-0.639, 0.365, 0.264)  -0.500
C (-1.598, -0.744, 0.393)  0.274
H (0.878, 2.606, -0.395)  0.404
H (2.425, 1.674, -0.469)  0.368
H (1.203, -1.494, -0.449)  0.400
H (2.514, -0.529, -0.265)  0.395
H (-0.995, 1.432, 0.150)  0.227
N (1.262, 1.659, 0.005)  -0.798
N (1.499, -0.512, -0.556)  -0.815
N (-2.229, -1.768, 0.404)  -0.357

Forces on atoms 1 to 3 (eV/Å):
1.35 -2.32 2.08
-2.41 1.34 -1.35
-0.46 -3.29 -0.90

---

7.
The following is a DFT calculation (ωB97M-V/def2-TZVPD) of C3H5N3 in the gas phase.

Values from the calculation:
Highest occupied orbital energy = -7.837 eV
Largest force on an atom = 0.225 eV Å⁻¹
DFT total energy = -7662.4466 eV
Multiplicity = 1
ΔE to the lowest compared entry with this formula, charge and spin = 0.87 kJ/mol
LUMO level = 1.00 eV
HOMO-LUMO gap = 0.3248 Ha
Structure (SMILES) = Nc1c[nH]cn1

Each line ends with the natural charge from an NBO analysis.
Atoms and positions in Å:
N (0.226, 0.419, -1.994)  -0.812
C (0.087, 0.182, -0.623)  0.262
C (-0.212, -0.985, 0.032)  -0.197
N (-0.137, -0.660, 1.378)  -0.517
C (0.211, 0.643, 1.457)  0.176
N (0.339, 1.191, 0.271)  -0.492
H (0.230, 1.415, -2.177)  0.384
H (-0.470, -0.045, -2.561)  0.372
H (-0.477, -1.974, -0.313)  0.215
H (-0.153, -1.312, 2.144)  0.415
H (0.350, 1.152, 2.403)  0.195

Forces on atoms 1 to 3 (eV/Å):
-0.14 0.06 0.01
-0.03 -0.09 0.04
0.03 0.04 -0.06

---

8.
The following is a DFT calculation (ωB97M-V/def2-TZVPD) of C3H5N3O in the gas phase.

Values from the calculation:
Highest occupied orbital energy = -9.820 eV
Largest force on an atom = 0.845 eV Å⁻¹
DFT total energy = -9709.0687 eV
Multiplicity = 1
ΔE to the lowest compared entry with this formula, charge and spin = 146.18 kJ/mol
LUMO level = 0.39 eV
HOMO-LUMO gap = 0.3751 Ha
Structure (SMILES) = N[C@@H]1N=CC(O)=N1

Each line ends with the natural charge from an NBO analysis.
Atoms and positions in Å:
N (-2.078, -0.426, 0.597)  -0.827
C (-0.770, 0.147, 0.452)  0.185
N (0.366, -0.767, 0.415)  -0.492
C (1.231, -0.141, -0.289)  0.470
O (2.490, -0.532, -0.511)  -0.648
C (0.670, 1.105, -0.848)  -0.018
N (-0.570, 1.202, -0.542)  -0.331
H (-2.008, -1.280, 1.146)  0.376
H (-2.528, -0.647, -0.282)  0.370
H (2.591, -1.386, -0.061)  0.498
H (1.218, 1.885, -1.369)  0.211
H (-0.611, 0.839, 1.290)  0.205

Forces on atoms 1 to 3 (eV/Å):
0.02 -0.11 -0.27
-0.14 0.31 0.27
0.24 0.33 -0.03

---

9.
The following is a DFT calculation (ωB97M-V/def2-TZVPD) of C3H5N3O in the gas phase.

Values from the calculation:
Highest occupied orbital energy = -7.508 eV
Largest force on an atom = 0.718 eV Å⁻¹
DFT total energy = -9709.7981 eV
Multiplicity = 1
ΔE to the lowest compared entry with this formula, charge and spin = 75.81 kJ/mol
LUMO level = 0.90 eV
HOMO-LUMO gap = 0.3090 Ha
Structure (SMILES) = Nc1c[nH]c(O)n1

Each line ends with the natural charge from an NBO analysis.
Atoms and positions in Å:
N (-0.250, -1.407, 1.662)  -0.824
C (-0.329, -0.561, 0.569)  0.286
C (-1.253, -0.103, -0.331)  -0.228
N (-0.511, 0.745, -1.186)  -0.553
C (0.751, 0.725, -0.743)  0.641
O (1.756, 1.388, -1.331)  -0.658
N (0.917, -0.024, 0.302)  -0.585
H (-1.004, -1.811, 2.193)  0.390
H (0.557, -1.088, 2.171)  0.394
H (-2.313, -0.208, -0.508)  0.217
H (-0.842, 1.244, -1.993)  0.419
H (2.520, 1.099, -0.804)  0.502

Forces on atoms 1 to 3 (eV/Å):
-0.01 -0.18 0.02
0.01 0.04 0.09
-0.01 -0.01 0.00

---

10.
The following is a DFT calculation (ωB97M-V/def2-TZVPD) of C3H5N3O in the gas phase.

Values from the calculation:
Highest occupied orbital energy = -8.620 eV
Largest force on an atom = 0.390 eV Å⁻¹
DFT total energy = -9708.4751 eV
Multiplicity = 1
ΔE to the lowest compared entry with this formula, charge and spin = 203.46 kJ/mol
LUMO level = 0.89 eV
HOMO-LUMO gap = 0.3495 Ha
Structure (SMILES) = Nc1conc1N

Each line ends with the natural charge from an NBO analysis.
Atoms and positions in Å:
N (-1.387, 0.728, 0.742)  -0.808
C (-0.303, 0.498, -0.119)  -0.001
C (0.050, 1.038, -1.309)  0.069
O (1.159, 0.438, -1.788)  -0.281
N (1.565, -0.532, -0.900)  -0.173
C (0.706, -0.498, 0.085)  0.278
N (0.845, -1.285, 1.226)  -0.816
H (-1.084, 0.790, 1.708)  0.378
H (-1.895, 1.571, 0.502)  0.376
H (-0.365, 1.826, -1.922)  0.205
H (0.001, -1.800, 1.450)  0.382
H (1.631, -1.920, 1.134)  0.390

Forces on atoms 1 to 3 (eV/Å):
0.02 0.13 0.06
0.22 -0.01 -0.23
-0.09 0.00 0.11

---

What is the largest force on an atom in the sixth record? 7.621 eV Å⁻¹